1.
{"formula": "C40H33FFeN5O2S", "method": "ωB97M-V/def2-TZVPD", "e_tot_ev": -101500.95099, "de_lowest_kj_mol": 130.09, "total_charge": -1, "molar_mass_da": 722.65, "spin_multiplicity": 5, "homo_lumo_gap_ev": [4.67, 5.65], "species": ["Fe", "C", "C", "C", "C", "N", "C", "C", "C", "C", "C", "C", "N", "C", "C", "C", "C", "C", "N", "H", "H", "H", "H", "H", "H", "H", "H", "H", "H", "H", "C", "C", "C", "C", "C", "C", "C", "C", "N", "H", "H", "H", "H", "H", "H", "C", "C", "C", "N", "H", "H", "H", "H", "H", "F", "C", "C", "C", "C", "C", "C", "C", "H", "H", "H", "H", "H", "H", "O", "C", "O", "C", "C", "C", "C", "S", "C", "C", "H", "H", "H", "H", "H"], "coordinates": [[-0.43, -0.23, 1.04], [3.51, -2.00, 1.82], [4.27, -0.85, 1.85], [3.62, 0.37, 1.84], [2.21, 0.39, 1.78], [1.48, -0.75, 1.66], [2.13, -1.92, 1.69], [1.44, 1.62, 1.83], [2.00, 2.92, 1.77], [1.17, 4.00, 2.05], [-0.16, 3.79, 2.38], [-0.71, 2.50, 2.33], [0.08, 1.44, 1.99], [-2.12, 2.29, 2.71], [-3.05, 3.35, 2.73], [-4.31, 3.13, 3.27], [-4.62, 1.87, 3.74], [-3.66, 0.86, 3.62], [-2.46, 1.07, 3.10], [3.98, -2.97, 1.85], [5.36, -0.87, 1.93], [4.19, 1.29, 1.91], [1.53, -2.82, 1.65], [3.04, 3.09, 1.58], [1.57, 5.00, 2.00], [-0.78, 4.61, 2.70], [-2.78, 4.31, 2.31], [-5.01, 3.95, 3.36], [-5.59, 1.66, 4.15], [-3.85, -0.15, 3.95], [-2.02, 0.73, -0.10], [-2.00, 0.43, -1.51], [-2.61, -0.74, -2.00], [-2.40, -1.15, -3.31], [-1.62, -0.35, -4.18], [-1.07, 0.85, -3.72], [-1.27, 1.25, -2.40], [-1.40, -0.76, -5.51], [-1.25, -1.13, -6.60], [-2.84, 0.30, 0.46], [-1.77, 1.76, 0.13], [-3.18, -1.38, -1.34], [-2.81, -2.08, -3.66], [-0.47, 1.44, -4.40], [-0.81, 2.17, -2.04], [1.30, -2.77, -2.85], [0.18, -3.45, -2.06], [-0.24, -2.61, -0.95], [-0.43, -1.83, -0.11], [1.68, -3.45, -3.61], [2.12, -2.48, -2.20], [0.94, -1.86, -3.36], [0.53, -4.40, -1.64], [-0.70, -3.66, -2.68], [-5.28, -5.44, 2.16], [-4.27, -4.52, 2.19], [-4.51, -3.27, 1.67], [-3.48, -2.33, 1.75], [-2.26, -2.61, 2.32], [-1.28, -1.54, 2.49], [-2.05, -3.93, 2.83], [-3.05, -4.90, 2.78], [-5.46, -3.04, 1.22], [-3.65, -1.33, 1.38], [-0.31, -2.02, 2.68], [-1.51, -0.73, 3.23], [-1.10, -4.16, 3.28], [-2.93, -5.90, 3.17], [6.85, 2.42, -4.31], [5.63, 3.01, -4.19], [5.43, 4.07, -4.76], [4.57, 2.38, -3.34], [3.32, 3.03, -3.31], [2.27, 2.48, -2.60], [2.48, 1.29, -1.88], [1.18, 0.42, -1.21], [3.75, 0.69, -1.84], [4.78, 1.22, -2.59], [6.86, 1.55, -3.86], [3.21, 3.94, -3.88], [1.28, 2.92, -2.60], [3.86, -0.21, -1.25], [5.76, 0.74, -2.50]]}

2.
{"formula": "C40H34BFN3O7PS", "method": "ωB97M-V/def2-TZVPD", "e_tot_ev": -84353.62300, "total_charge": 0, "molar_mass_da": 761.58, "homo_lumo_gap_ev": 7.76, "species": ["C", "O", "B", "O", "C", "C", "C", "C", "F", "C", "P", "O", "C", "C", "C", "C", "N", "C", "N", "S", "N", "C", "H", "H", "H", "H", "H", "H", "H", "H", "H", "H", "H", "H", "H", "H", "H", "H", "H", "H", "C", "C", "C", "C", "C", "C", "C", "O", "C", "C", "C", "C", "C", "C", "C", "O", "H", "H", "H", "H", "H", "H", "H", "H", "C", "C", "C", "C", "C", "C", "C", "O", "C", "C", "C", "C", "C", "C", "C", "O", "H", "H", "H", "H", "H", "H", "H", "H"], "coordinates": [[7.47, -3.82, -1.85], [6.94, -3.19, -3.05], [5.57, -3.52, -3.06], [5.25, -4.86, -3.38], [4.36, -2.52, -2.77], [4.43, -1.30, -2.01], [5.80, -0.82, -1.42], [5.86, -1.10, 0.14], [6.11, 0.15, 0.80], [3.21, -0.43, -1.75], [3.34, 1.11, -0.71], [3.32, 0.77, 0.76], [1.91, -0.77, -2.26], [0.62, 0.06, -1.99], [0.00, -0.40, -0.58], [-0.22, -1.95, -0.47], [-1.32, -2.46, -1.35], [1.76, -2.01, -3.10], [0.60, -2.43, -3.67], [1.03, -3.82, -4.49], [2.64, -3.93, -4.11], [3.00, -2.87, -3.33], [7.84, -4.85, -2.05], [8.22, -3.17, -1.33], [6.61, -3.94, -1.12], [4.64, -5.24, -2.73], [5.81, 0.30, -1.52], [6.69, -1.18, -1.98], [4.90, -1.47, 0.57], [6.75, -1.74, 0.36], [2.24, 1.98, -0.97], [4.53, 1.85, -1.01], [-0.12, -0.14, -2.80], [0.81, 1.17, -1.98], [-0.95, 0.17, -0.41], [0.75, -0.13, 0.22], [-0.54, -2.17, 0.59], [0.70, -2.57, -0.63], [-2.09, -2.75, -0.73], [-0.98, -3.34, -1.75], [-9.93, -1.73, -0.77], [-10.46, -1.14, -1.90], [-9.63, -0.74, -2.94], [-8.25, -0.93, -2.84], [-7.71, -1.50, -1.69], [-8.55, -1.92, -0.66], [-6.24, -1.66, -1.54], [-5.77, -2.17, -0.54], [-5.36, -1.19, -2.64], [-3.98, -1.28, -2.49], [-3.15, -0.86, -3.51], [-3.69, -0.34, -4.69], [-5.07, -0.25, -4.84], [-5.91, -0.66, -3.81], [-7.38, -0.52, -3.96], [-7.85, -0.07, -4.99], [-10.58, -2.05, 0.04], [-11.53, -0.99, -1.98], [-10.05, -0.28, -3.83], [-8.14, -2.37, 0.23], [-3.55, -1.68, -1.59], [-2.07, -0.92, -3.40], [-3.04, -0.02, -5.49], [-5.48, 0.16, -5.75], [0.05, 6.82, 7.14], [-1.10, 6.23, 6.63], [-1.03, 5.05, 5.91], [0.21, 4.46, 5.67], [1.37, 5.06, 6.16], [1.29, 6.24, 6.90], [2.71, 4.47, 5.88], [3.72, 4.99, 6.30], [2.78, 3.23, 5.06], [4.02, 2.69, 4.74], [4.10, 1.53, 3.98], [2.94, 0.89, 3.56], [1.70, 1.43, 3.87], [1.61, 2.60, 4.61], [0.28, 3.19, 4.91], [-0.73, 2.63, 4.54], [-0.01, 7.74, 7.71], [-2.07, 6.70, 6.81], [-1.93, 4.60, 5.52], [2.19, 6.70, 7.29], [4.93, 3.18, 5.07], [5.07, 1.11, 3.73], [3.00, -0.02, 2.98], [0.80, 0.93, 3.53]]}

3.
{"formula": "C40H34Cl3GeMnN2O2SeSiTe", "method": "ωB97M-V/def2-TZVPD", "e_tot_ev": -255012.96750, "de_lowest_kj_mol": 181.87, "total_charge": 2, "molar_mass_da": 1043.28, "homo_lumo_gap_ev": 6.70, "species": ["Mn", "C", "N", "C", "Se", "N", "C", "C", "C", "C", "C", "C", "H", "H", "H", "H", "H", "H", "H", "H", "O", "C", "O", "H", "Cl", "Si", "Cl", "Cl", "Te", "C", "C", "C", "C", "C", "C", "C", "C", "C", "C", "C", "C", "H", "H", "H", "H", "H", "H", "H", "H", "H", "H", "C", "Ge", "C", "C", "C", "C", "C", "C", "C", "C", "C", "C", "C", "C", "C", "C", "C", "C", "C", "C", "H", "H", "H", "H", "H", "H", "H", "H", "H", "H", "H", "H", "H", "H", "H"], "coordinates": [[0.62, 0.61, -0.21], [-2.38, -1.46, 1.64], [-2.34, -2.36, 0.50], [-1.91, -2.06, -0.73], [-1.27, -0.44, -1.44], [-2.09, -3.13, -1.51], [-2.67, -4.16, -0.78], [-3.06, -5.45, -1.12], [-3.61, -6.21, -0.11], [-3.76, -5.71, 1.19], [-3.37, -4.43, 1.53], [-2.82, -3.67, 0.51], [-2.08, -0.47, 1.31], [-1.72, -1.82, 2.42], [-3.40, -1.41, 2.03], [-1.85, -3.13, -2.49], [-2.95, -5.84, -2.12], [-3.94, -7.22, -0.32], [-4.20, -6.35, 1.95], [-3.49, -4.04, 2.53], [-0.30, 3.07, -0.79], [0.17, 2.66, -1.94], [0.67, 1.55, -2.06], [0.07, 3.38, -2.74], [2.91, 0.91, -0.30], [1.01, 0.14, 1.80], [1.67, -0.02, 3.67], [1.89, -2.24, -1.18], [2.70, -0.99, -2.95], [4.64, -1.75, -2.92], [4.93, -3.05, -2.53], [6.23, -3.49, -2.63], [7.22, -2.64, -3.13], [6.91, -1.35, -3.53], [5.61, -0.89, -3.42], [1.93, -2.24, -4.45], [1.96, -1.71, -5.73], [1.53, -2.50, -6.79], [1.06, -3.78, -6.56], [1.02, -4.29, -5.27], [1.46, -3.52, -4.20], [4.16, -3.71, -2.14], [6.49, -4.49, -2.32], [8.24, -3.00, -3.21], [7.68, -0.70, -3.91], [5.38, 0.14, -3.70], [2.31, -0.71, -5.93], [1.55, -2.10, -7.80], [0.72, -4.39, -7.38], [0.67, -5.30, -5.09], [1.45, -3.93, -3.20], [-0.17, 2.10, 0.26], [-0.95, 3.00, 1.89], [0.62, 2.99, 3.04], [1.91, 2.83, 2.52], [3.02, 2.82, 3.36], [2.85, 2.97, 4.73], [1.58, 3.14, 5.26], [0.47, 3.15, 4.42], [-1.59, 4.75, 1.39], [-2.67, 4.91, 0.51], [-3.12, 6.18, 0.17], [-2.50, 7.30, 0.70], [-1.42, 7.16, 1.56], [-0.97, 5.89, 1.90], [-2.34, 1.95, 2.77], [-3.67, 2.36, 2.73], [-4.65, 1.70, 3.45], [-4.32, 0.62, 4.26], [-2.99, 0.22, 4.35], [-2.02, 0.88, 3.61], [2.08, 2.74, 1.46], [4.01, 2.70, 2.95], [3.71, 2.97, 5.39], [1.44, 3.28, 6.32], [-0.51, 3.27, 4.85], [-3.16, 4.05, 0.08], [-3.95, 6.29, -0.51], [-2.85, 8.29, 0.43], [-0.94, 8.03, 1.97], [-0.13, 5.80, 2.58], [-3.96, 3.22, 2.14], [-5.68, 2.04, 3.40], [-5.08, 0.12, 4.84], [-2.71, -0.59, 5.01], [-0.98, 0.59, 3.77]]}